Here is C36H37InN7O3P as an isolated structure from the Open Molecules 2025 dataset. Energies are from wB97M-V/def2-TZVPD.

CARTESIAN COORDINATES (ANGSTROEM)
In -0.037256 -0.225911 0.334433
N -1.393954 1.501866 -0.837660
C -1.062944 1.151702 -2.224760
C -1.265109 -0.362810 -2.402402
O -1.948407 -0.781357 -3.328555
N -0.637266 -1.089467 -1.466903
C -1.055041 -2.492512 -1.273650
C -1.339673 -2.540617 0.235127
O -0.239047 -2.415419 0.915490
O -2.474745 -2.441904 0.671427
H -2.346601 1.217380 -0.623020
H -1.325437 2.499328 -0.670378
H -0.006504 1.391743 -2.367188
H -1.664394 1.672430 -2.972907
H -0.227225 -3.155200 -1.536748
H -1.928437 -2.708405 -1.884757
C 2.946766 2.499435 0.891484
C 4.112181 1.583896 1.127114
C 5.400892 2.072824 0.947460
C 6.512850 1.264699 1.128828
C 6.349454 -0.060158 1.497220
C 5.072491 -0.564419 1.688030
C 3.953466 0.242935 1.508481
P 2.275816 -0.426513 1.740980
C 2.487589 -2.150205 2.238162
C 2.317637 -2.516614 3.567619
C 2.446388 -3.841680 3.954427
C 2.749723 -4.800743 3.004077
C 2.913650 -4.436922 1.676752
C 2.777856 -3.117559 1.264852
C 2.934599 -2.765793 -0.182979
C 1.685609 0.509896 3.170037
C 2.597828 0.952968 4.130374
C 2.206054 1.815016 5.134663
C 0.887380 2.257939 5.170065
C -0.021411 1.811900 4.232137
C 0.342341 0.912825 3.222676
C -0.688603 0.422969 2.271316
H 3.243374 3.326341 0.247823
H 2.561864 2.905122 1.828658
H 2.116222 1.983129 0.400399
H 5.529795 3.104031 0.643424
H 7.503176 1.671932 0.976144
H 7.209692 -0.700233 1.639743
H 4.945347 -1.597588 1.985510
H 2.067547 -1.767698 4.307780
H 2.302591 -4.115596 4.990327
H 2.849997 -5.838642 3.292655
H 3.134877 -5.193046 0.934413
H 3.121766 -3.660857 -0.775330
H 3.767357 -2.078398 -0.352356
H 2.029290 -2.295037 -0.575962
H 3.630969 0.631792 4.075366
H 2.919474 2.150619 5.874523
H 0.566854 2.948460 5.938721
H -1.050472 2.146314 4.278390
H -1.520396 1.125777 2.220454
H -1.087447 -0.541845 2.606247
C 1.198516 0.355786 -4.847870
C 2.321061 0.477498 -3.875575
N 2.252439 0.295446 -2.574812
C 3.543828 0.411516 -2.118220
C 4.396219 0.669129 -3.140649
N 3.609080 0.708075 -4.270308
C 4.069414 1.022891 -5.597250
N 4.710201 2.311491 -5.621873
N 5.995438 2.420235 -6.021403
N 6.382008 3.629120 -5.909173
C 5.339210 4.374152 -5.404934
C 5.263587 5.736187 -5.090350
C 4.074886 6.189630 -4.575341
C 2.980483 5.317704 -4.370235
C 3.038735 3.980028 -4.675159
C 4.252043 3.526868 -5.207518
H 0.258698 0.229832 -4.320306
H 1.324553 -0.527007 -5.477684
H 1.112090 1.224552 -5.503257
H 3.792452 0.300947 -1.081230
H 5.458058 0.835367 -3.181837
H 3.211748 1.006808 -6.269645
H 4.813687 0.307814 -5.949316
H 6.109139 6.389179 -5.248744
H 3.966080 7.233356 -4.315852
H 2.066353 5.721931 -3.955900
H 2.200349 3.320523 -4.500971

Force components x, y, z for each atom (eV/Å):
0.260 -0.514 0.447
0.074 0.092 0.048
0.037 -0.035 -0.166
0.197 0.169 -0.035
0.032 0.011 -0.133
-0.410 0.052 -0.042
0.111 0.001 -0.085
0.155 0.070 -0.292
-0.002 0.354 0.140
-0.148 -0.326 0.054
0.007 0.074 0.017
0.038 -0.025 0.028
-0.031 -0.018 -0.124
-0.046 -0.087 0.070
-0.099 -0.092 0.022
-0.005 0.039 0.040
-0.111 0.037 -0.046
0.056 -0.015 -0.053
0.012 -0.030 -0.018
-0.008 0.032 -0.006
0.019 -0.011 0.014
0.050 -0.050 0.027
-0.041 -0.039 -0.059
-0.015 0.101 -0.225
0.024 -0.004 -0.020
-0.022 -0.028 0.058
-0.005 0.044 0.000
-0.002 -0.036 0.035
-0.006 0.045 -0.036
-0.004 -0.038 0.090
-0.001 0.038 -0.157
-0.048 0.004 -0.063
0.054 0.048 0.059
-0.025 0.007 0.007
0.030 -0.003 0.025
-0.013 -0.022 -0.010
0.089 0.065 0.030
-0.314 0.055 0.175
-0.011 0.040 0.023
-0.012 0.009 0.040
0.038 -0.009 -0.015
0.011 0.030 -0.003
0.030 0.001 -0.003
0.007 -0.011 0.001
-0.014 -0.014 -0.002
0.006 0.008 -0.010
0.001 -0.023 0.021
-0.001 -0.021 0.003
0.006 -0.032 -0.010
0.003 0.008 0.001
0.001 0.008 0.014
0.003 -0.008 0.024
0.012 -0.003 -0.005
0.019 0.008 0.016
0.002 0.021 0.030
-0.011 0.011 0.004
-0.025 -0.036 0.015
-0.006 0.052 0.034
-0.089 -0.022 0.009
-0.085 -0.122 0.022
-0.008 0.101 -0.217
0.106 0.056 0.012
0.072 -0.005 -0.018
-0.055 -0.066 0.071
-0.034 -0.036 -0.080
-0.013 0.194 0.026
0.141 -0.167 -0.058
0.100 0.044 -0.037
-0.026 0.034 0.020
-0.036 -0.107 -0.009
-0.066 -0.052 0.010
-0.006 0.128 0.030
0.078 -0.064 -0.041
-0.110 0.004 0.023
0.006 -0.021 0.001
0.022 0.008 -0.022
-0.004 0.034 0.011
0.014 -0.014 0.172
0.042 0.004 0.017
0.050 -0.002 0.022
-0.031 0.038 0.030
0.035 0.017 -0.008
-0.014 0.020 0.008
-0.010 0.010 0.005
-0.026 -0.014 0.003

- Kohn-Sham gap (Ha) = 0.3029
- 2S+1 = 1
- HOMO energy (eV) = -8.272
- maximum force (Eh/bohr) = 0.0142
- total energy (eV) = -68969.106
- ΔE to the lowest compared entry with this formula, charge and spin (kcal/mol) = 36.0